This record from OMol25 describes an isolated ion of composition C7H8NO2 and charge -1 in a non-equilibrium geometry. The level of theory is ωB97M-V/def2-TZVPD.

Summary:
Relative energy (zero: lowest compared OMol25 entry of this formula, charge and spin): 370.10 kJ/mol
Gap between HOMO and LUMO (alpha / beta): 5.9 / 5.4 eV
2S+1: 3
Charge: -1

Atoms and positions in Å:
C1 -2.072724 -0.095326 -0.899336
C2 0.324423 0.605474 -1.472884
C3 -2.400917 -0.220480 0.385380
C4 1.060680 0.886367 -0.409565
C5 0.927315 -0.105217 0.802588
C6 -0.719175 -0.462106 -1.543349
C7 2.091067 -0.165098 1.715912
N1 -1.532998 -0.661223 1.412510
O1 -0.169606 -0.616055 1.354526
O2 1.847324 1.830366 -0.251351
H1 -2.835025 0.400925 -1.514955
H2 0.303800 1.245161 -2.388257
H3 -3.365192 -0.243107 0.733674
H4 -0.195697 -1.368691 -1.119171
H5 -0.899405 -0.608748 -2.608151
H6 2.781908 -1.058502 1.740161
H7 1.995619 -0.034305 2.763869
H8 2.858604 0.670566 1.298399

Atomic forces in eV per Å
C 0.90 0.70 -2.19
C -2.82 0.39 -3.79
C 5.07 -1.76 2.10
C 0.25 -0.97 4.04
C 1.79 2.24 -2.43
C 0.32 -0.73 0.47
C 3.67 1.12 -1.66
N -2.53 1.33 -0.96
O -1.23 -2.34 1.67
O 1.34 1.12 -0.18
H 0.36 -0.37 -0.18
H 0.43 -0.10 1.03
H -2.23 0.36 0.83
H -1.32 0.39 -0.24
H -0.16 -0.45 0.01
H -0.97 0.01 -0.71
H -0.94 0.69 1.11
H -1.93 -1.62 1.08

Atom-resolved charges from Löwdin, all expressed in e: atom 1 (C): -0.085, atom 2 (C): -0.118, atom 3 (C): -0.183, atom 4 (C): -0.529, atom 5 (C): -0.240, atom 6 (C): -0.245, atom 7 (C): -0.088, atom 8 (N): 0.047, atom 9 (O): -0.112, atom 10 (O): -0.100, atom 11 (H): 0.086, atom 12 (H): 0.097, atom 13 (H): 0.055, atom 14 (H): 0.116, atom 15 (H): 0.081, atom 16 (H): 0.064, atom 17 (H): 0.037, atom 18 (H): 0.117